The following is a quantum chemistry calculation of a cluster of 9 separate species, C74H160F6N9O4S2 in total in a non-equilibrium geometry, from OMol25.

Computed properties:
- E: -138839.110 eV
- Total charge: +7
- Energy relative to the best compared isomer or geometry (same formula, charge and spin): 0.0 kJ/mol
- HOMO: -16.9 eV

Last column: Mulliken charge in e.
Geometry (Å):
C1 1.77 -0.79 -3.39  0.62
F1 2.82 -0.82 -4.21  -0.21
F2 1.02 0.27 -3.80  -0.23
F3 1.03 -1.90 -3.46  -0.22
S1 2.42 -0.66 -1.59  0.96
O1 3.28 -1.82 -1.44  -0.61
O2 3.05 0.67 -1.56  -0.60
N1 0.97 -0.64 -0.72  -0.31
S2 1.15 0.39 0.33  1.07
O3 2.17 0.00 1.30  -0.67
O4 1.20 1.86 -0.01  -0.64
C2 -0.44 0.23 1.26  0.54
F4 -0.95 -1.07 1.14  -0.26
F5 -0.22 0.34 2.57  -0.21
F6 -1.44 1.10 0.90  -0.23
C3 9.17 -0.50 -5.27  -1.38
C4 9.70 -1.74 -5.97  -0.51
C5 8.64 -2.90 -5.94  -0.48
N2 9.19 -4.22 -6.63  0.12
C6 8.04 -5.18 -7.00  -0.80
C7 7.22 -5.75 -5.82  -0.56
C8 8.23 -6.55 -4.98  -0.68
C9 9.45 -5.81 -4.49  -0.61
C10 10.16 -5.06 -5.67  -0.76
C11 9.90 -3.96 -8.00  -1.00
H1 8.33 -0.06 -5.81  0.35
H2 10.03 0.16 -5.31  0.40
H3 9.03 -0.69 -4.20  0.36
H4 10.66 -2.06 -5.55  0.36
H5 9.90 -1.42 -6.99  0.34
H6 7.76 -2.53 -6.46  0.39
H7 8.45 -3.15 -4.89  0.31
H8 7.46 -4.66 -7.76  0.53
H9 8.43 -6.10 -7.44  0.43
H10 6.62 -5.10 -5.18  0.32
H11 6.40 -6.43 -6.04  0.38
H12 7.82 -7.00 -4.07  0.38
H13 8.60 -7.40 -5.56  0.29
H14 9.20 -4.99 -3.81  0.32
H15 10.08 -6.41 -3.82  0.42
H16 10.87 -4.27 -5.42  0.45
H17 10.68 -5.80 -6.28  0.42
H18 9.22 -3.47 -8.70  0.39
H19 10.11 -4.94 -8.41  0.45
H20 10.79 -3.35 -7.86  0.39
C12 0.41 1.46 -13.54  -1.37
C13 -0.23 0.00 -13.45  -0.31
C14 0.84 -0.97 -12.94  -0.73
N3 0.16 -2.07 -12.04  0.04
C15 -0.93 -2.83 -12.95  -0.76
C16 -1.57 -4.06 -12.18  -0.58
C17 -0.47 -4.98 -11.72  -0.61
C18 0.55 -4.28 -10.83  -0.54
C19 1.22 -3.12 -11.56  -0.63
C20 -0.41 -1.35 -10.81  -0.97
H21 -0.35 2.22 -13.67  0.36
H22 1.06 1.47 -14.41  0.38
H23 1.16 1.77 -12.80  0.37
H24 -0.51 -0.37 -14.44  0.41
H25 -1.08 0.09 -12.77  0.34
H26 1.42 -0.55 -12.12  0.42
H27 1.48 -1.52 -13.62  0.44
H28 -0.39 -3.12 -13.84  0.44
H29 -1.72 -2.15 -13.30  0.47
H30 -2.19 -4.56 -12.92  0.37
H31 -2.08 -3.59 -11.34  0.28
H32 -0.03 -5.43 -12.61  0.32
H33 -0.90 -5.75 -11.07  0.32
H34 1.32 -5.01 -10.61  0.36
H35 0.11 -4.00 -9.87  0.26
H36 1.77 -3.41 -12.45  0.46
H37 1.95 -2.64 -10.90  0.37
H38 0.18 -0.48 -10.53  0.27
H39 -0.52 -2.02 -9.96  0.38
H40 -1.45 -1.14 -11.06  0.44
C21 -4.60 8.11 3.32  -1.45
C22 -5.16 9.04 4.37  -0.37
C23 -3.94 9.78 5.02  -0.80
N4 -4.26 11.25 5.41  0.31
C24 -2.90 11.84 5.90  -0.75
C25 -3.14 13.29 6.43  -0.62
C26 -3.55 14.18 5.25  -0.66
C27 -4.84 13.66 4.64  -0.79
C28 -4.85 12.21 4.35  -0.53
C29 -5.24 11.12 6.58  -1.06
H41 -4.28 7.21 3.84  0.34
H42 -3.97 8.66 2.62  0.39
H43 -5.40 7.64 2.75  0.40
H44 -5.74 8.42 5.05  0.43
H45 -5.94 9.61 3.87  0.36
H46 -3.13 9.86 4.29  0.47
H47 -3.59 9.18 5.86  0.39
H48 -2.17 11.92 5.09  0.40
H49 -2.48 11.16 6.65  0.49
H50 -2.18 13.61 6.83  0.39
H51 -3.76 13.21 7.33  0.30
H52 -2.74 14.35 4.54  0.33
H53 -3.85 15.20 5.48  0.34
H54 -5.00 14.28 3.75  0.40
H55 -5.70 13.89 5.26  0.39
H56 -4.23 12.04 3.47  0.37
H57 -5.90 11.98 4.20  0.35
H58 -6.05 10.45 6.32  0.34
H59 -5.69 12.10 6.73  0.48
H60 -4.69 10.67 7.41  0.36
C30 -3.08 3.49 -3.54  -1.32
C31 -4.16 2.44 -3.39  -0.33
C32 -3.88 1.10 -4.16  -0.57
N5 -5.07 0.05 -4.27  -0.02
C33 -5.71 -0.27 -2.90  -0.58
C34 -6.58 -1.52 -2.77  -0.78
C35 -5.83 -2.74 -3.27  -0.63
C36 -5.44 -2.49 -4.71  -0.73
C37 -4.51 -1.29 -4.80  -0.68
C38 -6.12 0.49 -5.32  -0.96
H61 -3.43 4.44 -3.14  0.36
H62 -2.81 3.48 -4.59  0.35
H63 -2.18 3.16 -3.02  0.34
H64 -5.11 2.82 -3.77  0.35
H65 -4.35 2.28 -2.33  0.33
H66 -3.19 0.54 -3.52  0.38
H67 -3.66 1.20 -5.22  0.40
H68 -4.83 -0.37 -2.27  0.44
H69 -6.29 0.60 -2.59  0.44
H70 -7.04 -1.65 -1.78  0.40
H71 -7.39 -1.37 -3.49  0.32
H72 -4.91 -2.88 -2.71  0.32
H73 -6.36 -3.69 -3.23  0.37
H74 -4.83 -3.30 -5.11  0.40
H75 -6.31 -2.39 -5.36  0.31
H76 -3.67 -1.49 -4.14  0.45
H77 -4.12 -1.23 -5.81  0.48
H78 -6.44 1.44 -4.89  0.40
H79 -6.91 -0.24 -5.18  0.48
H80 -5.70 0.67 -6.31  0.29
C39 1.93 -3.70 9.78  -1.45
C40 2.69 -3.64 8.44  -0.23
C41 4.11 -4.24 8.49  -0.64
N6 5.12 -3.79 7.32  -0.04
C42 4.38 -3.94 5.97  -0.71
C43 5.45 -3.90 4.84  -0.90
C44 6.69 -4.77 5.08  -0.60
C45 7.35 -4.40 6.44  -0.67
C46 6.36 -4.69 7.57  -0.66
C47 5.40 -2.28 7.57  -0.98
H81 1.68 -4.69 10.15  0.37
H82 0.92 -3.32 9.65  0.39
H83 2.42 -3.13 10.58  0.36
H84 2.82 -2.57 8.25  0.22
H85 2.07 -3.97 7.60  0.37
H86 4.02 -5.32 8.60  0.46
H87 4.55 -3.88 9.42  0.40
H88 3.86 -4.88 6.13  0.44
H89 3.54 -3.25 6.03  0.58
H90 4.79 -4.28 4.06  0.42
H91 5.52 -2.91 4.39  0.45
H92 6.44 -5.83 5.02  0.31
H93 7.35 -4.59 4.23  0.35
H94 8.26 -5.00 6.49  0.41
H95 7.76 -3.39 6.50  0.31
H96 6.24 -5.77 7.57  0.36
H97 6.67 -4.38 8.57  0.47
H98 5.84 -2.14 8.55  0.31
H99 4.44 -1.79 7.41  0.45
H100 6.08 -1.96 6.78  0.44
C48 4.98 13.29 4.15  -1.47
C49 5.13 12.39 3.00  -0.24
C50 4.99 10.89 3.31  -0.58
N7 5.47 9.95 2.16  0.21
C51 4.99 8.50 2.55  -0.68
C52 5.43 7.47 1.48  -0.62
C53 4.92 7.91 0.10  -0.61
C54 5.20 9.35 -0.23  -0.96
C55 4.88 10.41 0.83  -0.56
C56 7.03 9.94 2.15  -0.96
H101 4.01 13.24 4.63  0.34
H102 5.12 14.30 3.77  0.38
H103 5.68 13.02 4.93  0.36
H104 6.13 12.55 2.60  0.30
H105 4.46 12.68 2.19  0.35
H106 3.96 10.58 3.51  0.38
H107 5.66 10.75 4.15  0.35
H108 3.94 8.44 2.83  0.42
H109 5.50 8.17 3.46  0.43
H110 5.03 6.54 1.88  0.38
H111 6.51 7.36 1.36  0.30
H112 3.84 7.75 0.07  0.30
H113 5.38 7.22 -0.61  0.37
H114 4.77 9.65 -1.19  0.45
H115 6.26 9.44 -0.45  0.36
H116 3.80 10.50 0.96  0.42
H117 5.32 11.38 0.58  0.47
H118 7.27 9.49 3.11  0.41
H119 7.44 10.94 2.26  0.35
H120 7.57 9.42 1.35  0.35
C57 -9.23 -6.01 7.78  -1.28
C58 -9.04 -4.48 7.96  -0.34
C59 -9.75 -3.71 6.82  -0.71
N8 -9.74 -2.15 7.05  0.05
C60 -8.26 -1.56 7.00  -0.84
C61 -7.58 -1.62 5.62  -0.51
C62 -8.44 -0.98 4.54  -0.73
C63 -9.94 -1.55 4.56  -0.82
C64 -10.65 -1.63 5.90  -0.53
C65 -10.45 -1.75 8.40  -0.98
H121 -8.47 -6.55 8.35  0.36
H122 -9.18 -6.33 6.74  0.34
H123 -10.22 -6.24 8.16  0.36
H124 -7.98 -4.24 8.03  0.31
H125 -9.50 -4.07 8.86  0.33
H126 -10.80 -3.97 6.65  0.36
H127 -9.19 -3.80 5.89  0.39
H128 -7.76 -2.10 7.80  0.44
H129 -8.31 -0.54 7.37  0.53
H130 -7.48 -2.66 5.33  0.28
H131 -6.68 -1.03 5.81  0.37
H132 -7.96 -0.91 3.56  0.40
H133 -8.46 0.09 4.78  0.33
H134 -9.93 -2.52 4.06  0.34
H135 -10.50 -0.98 3.82  0.47
H136 -11.58 -2.20 6.01  0.51
H137 -10.80 -0.57 6.14  0.39
H138 -11.27 -2.46 8.42  0.43
H139 -10.68 -0.68 8.37  0.37
H140 -9.79 -1.80 9.27  0.41
C66 -2.59 -8.07 4.72  -1.34
C67 -2.64 -8.40 3.21  -0.36
C68 -1.26 -8.90 2.62  -0.60
N9 -1.31 -9.40 1.14  0.03
C69 0.02 -10.04 0.70  -0.65
C70 1.18 -9.02 0.65  -0.75
C71 0.76 -7.73 -0.14  -0.72
C72 -0.67 -7.23 0.13  -0.73
C73 -1.79 -8.24 0.25  -0.75
C74 -2.32 -10.61 0.94  -0.97
H141 -1.79 -8.52 5.30  0.37
H142 -3.52 -8.29 5.24  0.35
H143 -2.35 -7.02 4.91  0.35
H144 -3.11 -7.54 2.72  0.28
H145 -3.38 -9.17 3.02  0.36
H146 -0.82 -9.74 3.17  0.41
H147 -0.54 -8.08 2.61  0.37
H148 0.31 -10.84 1.38  0.42
H149 0.00 -10.39 -0.33  0.40
H150 1.54 -8.72 1.63  0.34
H151 2.09 -9.46 0.25  0.45
H152 1.44 -6.90 0.05  0.36
H153 0.90 -7.91 -1.21  0.36
H154 -0.69 -6.53 0.97  0.36
H155 -0.88 -6.50 -0.64  0.45
H156 -2.73 -7.84 0.61  0.46
H157 -2.06 -8.78 -0.66  0.53
H158 -2.15 -11.34 1.73  0.43
H159 -1.98 -11.15 0.06  0.41
H160 -3.39 -10.40 0.92  0.38